# C32H72AsF18N6O18

A molecular structure, C32H72AsF18N6O18 at a distorted geometry (wB97M-V/def2-TZVPD, the Open Molecules 2025 dataset).

CARTESIAN COORDINATES (ANGSTROEM)
C -2.819231 -2.026034 -5.415207
C -2.523561 -3.525194 -5.669427
C -1.076541 -3.884554 -5.334237
O -0.699991 -5.289214 -5.250137
C 0.495099 -5.478464 -4.652007
N -3.517291 -4.412434 -4.814027
H -3.711811 -5.323394 -5.204437
H -3.225221 -4.602464 -3.866037
H -4.462751 -4.057174 -4.810397
H -3.845751 -1.662644 -5.367147
H -2.283681 -1.356924 -6.088687
H -2.469121 -1.624854 -4.464107
H -2.710111 -3.666404 -6.734017
H -0.740211 -3.354414 -4.443197
H -0.459911 -3.392554 -6.086427
H 1.259249 -4.883804 -5.152547
H 0.762069 -6.532154 -4.733007
H 0.482029 -5.198754 -3.598587
C -3.371171 5.534906 -3.444377
C -3.925971 4.426046 -2.556287
C -4.038501 3.055046 -3.276767
O -4.286391 2.025326 -2.367857
C -4.401611 0.793066 -3.004277
N -3.138041 4.390476 -1.233927
H -3.532221 3.675716 -0.639077
H -2.150491 4.179916 -1.211437
H -3.221721 5.162426 -0.588027
H -2.284651 5.588486 -3.375877
H -3.548271 6.579526 -3.188447
H -3.665721 5.319586 -4.471497
H -4.927581 4.803106 -2.349607
H -3.027431 2.947986 -3.669677
H -4.745981 3.141516 -4.101437
H -4.505131 0.055526 -2.208407
H -3.603241 0.526816 -3.696967
H -5.287721 0.804086 -3.638927
C -0.930271 -0.560124 -2.292927
C 0.090759 -0.552964 -1.133937
C -0.194171 0.366496 -0.022277
O 0.650779 0.196926 1.113973
C 0.004429 0.230126 2.376053
N 0.213259 -2.027284 -0.739907
H -0.720731 -2.407094 -0.680747
H 0.684559 -2.574424 -1.446047
H 0.703269 -2.154254 0.134083
H -0.560301 -1.209564 -3.086307
H -1.210691 0.394356 -2.738387
H -1.910141 -0.869364 -1.929157
H 1.111819 -0.371764 -1.469617
H -1.270791 0.299066 0.134073
H -0.065401 1.388286 -0.379297
H -0.104371 1.270226 2.683383
H 0.668509 -0.253614 3.092353
H -0.942821 -0.298974 2.271813
C -0.052491 1.889706 5.721533
C -0.819991 3.196416 5.999773
C -1.508511 3.272946 7.436713
O -2.229841 4.479096 7.511903
C -2.850191 4.789256 8.767433
N 0.101229 4.334686 5.628753
H -0.271741 5.234166 5.896953
H 0.964299 4.124816 6.109563
H 0.327229 4.400986 4.646603
H 0.424319 1.986466 4.746133
H -0.772721 1.071736 5.704203
H 0.660939 1.733536 6.530683
H -1.713701 3.270286 5.380143
H -0.771901 3.152066 8.231013
H -2.131081 2.385396 7.549673
H -3.609731 4.036776 8.979483
H -3.237821 5.799266 8.634323
H -2.190991 4.768406 9.635263
N -2.532241 -4.728944 -1.353927
O -2.123281 -4.752374 -0.180487
O -3.176591 -5.644984 -1.827357
O -2.305031 -3.711834 -1.981367
N -2.533961 2.892556 2.218663
O -1.809161 3.879566 2.162653
O -3.213091 2.686916 1.211703
O -2.449161 2.111156 3.175273
As -2.466701 -3.012114 3.545403
F -1.983991 -2.409534 1.872563
F -4.161061 -3.066204 3.147833
F -2.865991 -3.744684 5.170433
F -0.772181 -3.128104 4.015733
F -2.620301 -1.355934 4.183983
F -2.425211 -4.681994 2.867553
C 3.296609 -2.843664 5.677213
O 4.659839 -2.808634 6.004183
O 2.718389 -3.752764 6.580863
C 2.790809 -1.397944 5.552803
F 1.538659 -1.271894 5.822323
F 3.405499 -0.491054 6.351503
F 2.970879 -0.928964 4.328223
C 5.635159 -2.726324 4.961603
C 6.949139 -2.900894 5.790333
H 7.825459 -2.847884 5.144313
H 7.046719 -2.193164 6.613553
H 7.104869 -3.905014 6.184813
H 5.619619 -1.833644 4.336333
H 5.445479 -3.522444 4.241663
H 3.177909 -3.318774 4.703413
C 1.951059 -4.153524 1.774933
O 2.559909 -3.197314 0.823763
O 0.719419 -4.605964 1.226043
C 2.974369 -5.151954 2.367353
F 2.631949 -5.777094 3.458743
F 3.115979 -6.105734 1.470343
F 4.149819 -4.590514 2.527003
C 3.200259 -2.068824 1.386333
C 3.832109 -1.186694 0.341973
H 3.094339 -0.951044 -0.425007
H 4.292619 -0.278434 0.730693
H 4.572399 -1.741344 -0.234597
H 4.026499 -2.238524 2.076723
H 2.532959 -1.496054 2.030343
H 1.651959 -3.535794 2.621713
C 2.868109 -2.297874 -3.895427
O 1.864219 -1.589674 -4.572837
O 2.227499 -2.940504 -2.864817
C 3.885119 -3.054754 -4.871737
F 4.799389 -2.139614 -5.286127
F 4.674629 -3.983044 -4.348317
F 3.425009 -3.678384 -5.953277
C 2.256859 -0.385144 -5.272117
C 1.028959 0.496066 -5.565807
H 1.359699 1.516136 -5.761167
H 0.577399 0.076256 -6.464667
H 0.247659 0.392546 -4.812847
H 2.589989 -0.691934 -6.263577
H 3.035699 0.143646 -4.722677
H 3.454849 -1.607544 -3.289387
C 0.648659 4.484856 -1.781627
O 0.034979 5.497946 -2.554647
O -0.004781 4.384236 -0.550337
C 1.072699 3.323556 -2.663127
F 0.166359 2.544206 -3.252827
F 1.812909 3.862796 -3.617887
F 1.957579 2.514176 -2.048177
C 0.326569 6.863786 -2.273177
C -0.553171 7.807916 -3.071657
H -1.575011 7.788826 -2.692727
H -0.292821 8.862176 -2.977637
H -0.613161 7.567326 -4.133077
H 1.319789 7.065576 -2.674287
H 0.412829 7.221726 -1.247237
H 1.612389 4.912856 -1.505687

Forces on the atoms, in the same order (eV/Å):
0.60 0.71 1.00
-0.61 -0.03 0.95
1.39 -0.36 0.54
-4.57 1.68 -1.94
2.51 -0.07 1.29
-0.03 0.37 -2.07
0.90 -0.61 -0.42
0.81 0.24 1.94
-0.09 0.94 0.44
-0.43 -0.74 -0.64
-0.01 -0.45 -0.57
0.40 -0.80 0.46
-0.42 -0.76 0.16
-0.33 -0.26 0.59
0.08 -0.03 -0.52
0.35 0.04 0.10
-0.10 -0.03 -0.03
0.14 0.10 0.13
1.39 -0.30 -0.37
-0.40 1.51 0.63
1.94 1.15 1.17
-0.01 1.06 -0.04
-0.68 -0.76 -0.06
-1.96 -0.82 -0.35
-0.11 -1.27 0.69
2.04 -0.19 -0.45
-0.09 0.96 -0.34
0.32 -0.79 -0.38
-1.11 -0.19 0.28
0.05 0.32 -0.09
-0.17 -0.54 0.84
0.18 -0.50 -0.63
-0.30 -0.05 0.01
0.09 -0.12 -0.26
0.65 0.21 0.32
-0.51 -0.16 0.00
-0.15 0.52 0.34
1.62 -2.01 -1.60
-0.67 1.04 1.09
-0.08 -0.53 -1.27
0.10 -0.07 -0.35
-1.27 1.51 0.07
-0.52 -0.77 0.66
1.03 -0.27 -0.73
0.39 -0.62 0.79
-0.07 -0.15 0.07
0.80 0.50 0.09
0.08 -0.75 0.22
-0.06 0.31 -0.51
-0.23 -0.18 1.09
0.13 0.24 -0.28
-0.44 0.17 0.01
-0.12 -0.29 -0.08
-0.07 0.14 0.61
-0.83 1.02 0.51
-2.01 -1.30 0.42
1.54 0.02 -0.94
0.33 0.45 0.44
0.19 -0.51 -0.72
-0.34 -0.17 1.03
-0.17 0.33 0.37
0.55 0.33 0.26
-0.36 -0.55 -0.85
0.05 -0.40 0.05
0.22 -0.12 -0.18
0.29 -0.27 -0.15
0.42 0.06 -0.78
0.32 0.44 0.32
-0.30 -0.06 -0.46
-0.43 0.22 -0.07
-0.27 -0.24 0.18
0.56 0.07 -0.15
1.56 0.16 5.67
-0.55 -0.74 -1.13
-1.70 -2.12 -2.29
0.25 3.00 -3.73
1.51 -0.36 -0.10
1.19 2.22 1.03
-2.10 -1.12 -1.00
-0.88 -0.01 0.15
1.64 -2.73 -0.72
-0.82 -0.02 2.05
-0.09 0.82 0.03
0.04 1.04 -1.18
-1.26 0.64 -0.41
0.09 -1.00 -0.46
0.10 1.58 0.82
-1.48 -4.41 2.10
1.89 1.22 -0.54
0.40 3.11 -1.23
1.00 -1.04 0.88
-2.76 0.13 0.45
0.78 0.54 0.78
0.43 0.64 -1.69
0.07 -0.89 1.83
0.28 -0.33 -1.42
0.25 0.63 -0.28
-0.23 0.11 -0.17
-0.83 -0.12 0.27
0.04 0.66 0.37
0.31 -0.42 0.06
0.04 0.49 -0.87
-5.18 0.82 -0.19
1.23 0.05 0.04
4.18 0.34 0.99
-2.35 0.53 -2.92
-0.51 0.02 1.79
1.02 -1.94 -1.59
2.07 0.69 0.75
0.41 0.30 0.87
-0.53 -0.42 -1.34
-0.16 0.46 -0.02
-0.18 0.00 0.20
0.30 -0.17 0.19
0.15 -1.01 0.25
-0.58 0.12 -0.25
0.29 0.48 0.75
-1.39 -1.09 4.53
-0.44 1.64 -2.11
0.72 -0.87 -2.28
0.34 0.31 0.92
-0.01 0.99 -0.87
0.08 -0.80 1.68
-1.30 0.25 -1.25
-0.83 -0.95 0.00
0.20 -1.05 -0.06
-0.34 0.08 0.18
-0.12 0.22 -0.31
0.34 0.47 0.36
0.80 0.15 -0.06
0.05 -0.02 0.06
1.26 0.86 -0.97
-0.63 1.82 5.49
-1.61 1.20 -1.62
-0.11 -1.22 -2.98
0.72 -0.31 0.58
-0.79 -0.03 0.07
0.58 0.76 -2.05
-0.68 -0.25 0.74
1.38 0.00 -1.17
-1.23 -0.16 0.23
-0.26 -0.19 0.02
0.57 -0.07 0.10
0.22 -0.16 -0.01
0.59 -0.17 0.00
-0.62 -0.83 0.48
1.02 -0.13 -0.37

For the lowest unoccupied orbital energy, the calculation gives 3.73 eV. Its charge is -3. For the frontier orbital gap, the calculation gives 1.9151 eV. The HOMO energy comes out at 1.8 eV.

Löwdin population analysis, charges in e, atoms 1 to 8: -0.05, -0.23, -0.16, -0.18, -0.13, 0.25, 0.15, 0.09